Entry 1:
{
  "formula": "C12H33N7Ti",
  "method": "the ωB97M-V functional and the def2-TZVPD basis",
  "elements": ["Ti", "N", "C", "C", "N", "C", "C", "N", "C", "C", "N", "H", "H", "H", "H", "H", "H", "H", "H", "H", "H", "H", "H", "H", "H", "H", "H", "H", "H", "C", "C", "N", "C", "C", "N", "C", "C", "N", "H", "H", "H", "H", "H", "H", "H", "H", "H", "H", "H", "H", "H", "H", "H"],
  "positions_angstrom": [[0.02, -0.13, 0.12], [-0.89, -2.21, 0.97], [-1.20, -3.14, -0.14], [-1.59, -2.38, -1.38], [-0.53, -1.45, -1.87], [0.65, -2.28, -2.31], [1.80, -1.32, -2.47], [2.01, -0.63, -1.18], [-1.16, -0.73, -3.01], [-0.98, 0.73, -2.93], [-1.45, 1.10, -1.57], [-1.80, -2.05, 1.43], [-0.38, -2.65, 1.68], [-0.21, -3.62, -0.33], [-2.02, -3.81, 0.08], [-1.85, -3.01, -2.28], [-2.44, -1.75, -1.22], [0.96, -3.10, -1.62], [0.41, -2.74, -3.27], [2.75, -1.85, -2.65], [1.65, -0.50, -3.20], [2.66, -1.20, -0.67], [2.58, 0.18, -1.42], [-0.94, -1.13, -3.99], [-2.22, -0.93, -3.06], [0.06, 1.00, -2.97], [-1.55, 1.19, -3.65], [-1.33, 2.09, -1.48], [-2.46, 0.91, -1.63], [-1.35, 2.45, 1.18], [0.12, 2.98, 1.13], [1.01, 1.98, 0.50], [2.34, 1.84, 1.13], [2.37, 0.67, 2.23], [1.07, 0.06, 2.25], [0.25, 0.68, 3.32], [-1.22, 0.71, 2.96], [-1.39, 0.94, 1.48], [-1.93, 2.68, 0.29], [-1.83, 2.94, 2.00], [0.54, 3.29, 2.07], [0.27, 3.87, 0.48], [1.23, 2.37, -0.39], [2.71, 2.80, 1.63], [3.01, 1.60, 0.30], [2.67, 0.99, 3.22], [3.13, -0.14, 2.03], [1.16, -0.97, 2.50], [0.65, 1.66, 3.50], [0.44, 0.16, 4.19], [-1.77, 1.44, 3.59], [-1.72, -0.24, 3.24], [-2.32, 0.67, 1.22]],
  "lowdin_charge": [0.840, -0.013, -0.198, -0.186, -0.214, -0.154, -0.208, -0.031, -0.191, -0.198, 0.003, 0.105, 0.071, 0.114, 0.136, 0.159, 0.106, 0.134, 0.133, 0.138, 0.127, 0.093, 0.090, 0.143, 0.123, 0.109, 0.108, 0.063, 0.120, -0.123, -0.141, -0.147, -0.136, -0.173, -0.154, -0.169, -0.153, -0.136, 0.098, 0.109, 0.109, 0.144, 0.099, 0.148, 0.100, 0.115, 0.137, 0.147, 0.115, 0.114, 0.137, 0.129, 0.106],
  "multiplicity": 3,
  "s2": 2.00,
  "charge": 2,
  "e_tot_ha": -1709.304866
}

=====

Entry 2:
{
  "formula": "C12H33NO5",
  "method": "the ωB97M-V functional and the def2-TZVPD basis",
  "elements": ["C", "O", "C", "C", "N", "C", "C", "O", "C", "H", "H", "H", "H", "H", "H", "H", "H", "H", "H", "H", "H", "H", "H", "H", "C", "C", "O", "H", "H", "H", "H", "H", "H", "C", "C", "O", "H", "H", "H", "H", "H", "H", "C", "C", "O", "H", "H", "H", "H", "H", "H"],
  "positions_angstrom": [[-20.55, -20.81, -1.87], [-20.59, -20.16, -0.57], [-21.20, -18.86, -0.59], [-21.10, -18.09, 0.68], [-22.21, -18.30, 1.58], [-22.36, -19.58, 2.21], [-21.19, -20.14, 3.02], [-20.97, -19.53, 4.34], [-19.62, -19.56, 4.75], [-20.04, -20.24, -2.65], [-21.57, -21.06, -2.15], [-19.93, -21.70, -1.75], [-22.26, -18.97, -0.80], [-20.58, -18.36, -1.34], [-21.14, -17.00, 0.66], [-20.15, -18.35, 1.15], [-22.39, -17.46, 2.11], [-22.46, -20.32, 1.42], [-23.34, -19.67, 2.68], [-20.23, -20.09, 2.51], [-21.36, -21.21, 2.96], [-19.11, -20.49, 4.50], [-19.55, -19.24, 5.79], [-19.10, -18.82, 4.14], [-19.18, -25.70, -7.58], [-18.18, -26.83, -8.10], [-16.82, -26.48, -8.03], [-19.66, -25.25, -8.45], [-18.78, -24.96, -6.88], [-20.08, -26.05, -7.07], [-18.27, -27.13, -9.14], [-18.27, -27.72, -7.46], [-16.36, -26.70, -8.84], [-16.12, -27.50, -15.27], [-15.99, -27.04, -13.78], [-15.80, -28.05, -12.79], [-15.29, -28.16, -15.50], [-16.16, -26.65, -15.95], [-17.01, -28.05, -15.55], [-16.86, -26.43, -13.55], [-15.12, -26.40, -13.66], [-15.07, -28.61, -13.05], [-23.85, -26.00, -12.23], [-24.71, -25.06, -13.11], [-24.76, -23.75, -12.59], [-24.08, -25.81, -11.18], [-22.81, -25.88, -12.53], [-23.95, -27.08, -12.37], [-25.59, -25.69, -13.29], [-24.12, -25.12, -14.02], [-25.28, -23.18, -13.16]],
  "lowdin_charge": [-0.086, -0.221, -0.214, -0.223, -0.083, -0.202, -0.184, -0.193, -0.129, 0.079, 0.084, 0.083, 0.127, 0.119, 0.127, 0.110, 0.110, 0.107, 0.124, 0.098, 0.115, 0.084, 0.088, 0.077, -0.067, -0.287, -0.099, 0.056, 0.067, 0.055, 0.105, 0.096, 0.075, -0.084, -0.308, -0.087, 0.063, 0.068, 0.065, 0.105, 0.101, 0.076, -0.097, -0.339, -0.055, 0.072, 0.064, 0.068, 0.103, 0.098, 0.084],
  "smiles": "COCCNCCOC.CCO.CCO.CCO",
  "relative_energy_kj_mol": 331.1
}

=====

Entry 3:
{
  "formula": "C12H34BCl4N2O8V2",
  "method": "the ωB97M-V functional and the def2-TZVPD basis",
  "elements": ["O", "V", "O", "O", "V", "O", "O", "C", "C", "O", "H", "H", "H", "H", "B", "H", "H", "H", "H", "C", "C", "C", "O", "C", "N", "H", "H", "H", "H", "H", "H", "H", "H", "H", "H", "H", "C", "C", "C", "O", "C", "N", "H", "H", "H", "H", "H", "H", "H", "H", "H", "H", "H", "C", "Cl", "Cl", "H", "H", "C", "Cl", "Cl", "H", "H"],
  "positions_angstrom": [[-3.43, -0.96, 0.61], [-2.62, -0.08, -0.47], [-1.98, -1.06, -1.58], [0.70, 2.94, -0.12], [-0.43, 2.57, 0.99], [0.28, 2.49, 2.43], [-1.51, 4.58, 1.36], [-2.64, 4.47, 0.54], [-3.30, 3.11, 0.31], [-2.43, 2.09, -0.18], [-2.38, 4.86, -0.46], [-3.41, 5.20, 0.85], [-4.21, 3.20, -0.30], [-3.70, 2.68, 1.24], [-0.51, 0.09, 0.96], [-1.20, 0.73, 1.56], [-0.29, 0.58, -0.02], [0.42, -0.02, 1.62], [-0.90, -0.98, 0.77], [-0.76, 3.71, -3.50], [-1.29, 2.30, -3.79], [-0.28, 1.29, -3.22], [1.01, 1.61, -3.77], [1.30, 0.81, -4.90], [-2.60, 2.17, -3.15], [-0.63, 3.96, -2.44], [-1.40, 4.50, -3.90], [0.25, 3.93, -3.86], [-1.37, 2.13, -4.87], [-0.65, 0.31, -3.51], [-0.16, 1.46, -2.14], [2.07, 1.27, -5.51], [0.45, 0.66, -5.58], [1.52, -0.22, -4.59], [-2.45, 2.37, -2.16], [-3.20, 2.91, -3.50], [2.05, -5.15, 1.33], [1.40, -3.82, 1.79], [2.47, -2.86, 2.31], [3.28, -3.33, 3.38], [2.64, -3.40, 4.65], [0.72, -3.27, 0.61], [2.42, -5.69, 2.19], [2.75, -4.95, 0.52], [1.29, -5.72, 0.78], [0.65, -3.93, 2.57], [1.97, -1.92, 2.58], [3.14, -2.53, 1.51], [2.39, -2.39, 4.98], [3.25, -3.90, 5.40], [1.73, -4.01, 4.57], [0.59, -2.27, 0.54], [1.36, -3.43, -0.17], [-0.74, -1.27, 4.14], [-2.26, -1.97, 4.78], [0.34, -0.93, 5.44], [-0.24, -1.91, 3.42], [-1.06, -0.38, 3.61], [2.24, -0.36, -1.25], [3.96, -0.71, -1.27], [1.37, -1.69, -2.15], [1.94, -0.45, -0.22], [2.09, 0.59, -1.75]],
  "lowdin_charge": [-0.319, 0.978, -0.330, -0.356, 0.874, -0.345, -0.285, -0.387, -0.300, -0.439, 0.097, 0.105, 0.107, 0.112, -0.481, -0.027, -0.033, 0.035, 0.026, -0.063, -0.401, -0.210, -0.205, -0.120, 0.046, 0.071, 0.071, 0.072, 0.131, 0.106, 0.097, 0.087, 0.082, 0.055, 0.020, 0.068, -0.050, -0.428, -0.213, -0.186, -0.110, 0.044, 0.074, 0.081, 0.074, 0.119, 0.109, 0.121, 0.024, 0.083, 0.081, 0.003, 0.015, -1.031, 0.491, 0.584, 0.010, 0.009, -0.928, 0.519, 0.552, -0.006, 0.021],
  "charge": -1,
  "e_tot_ha": -4942.634036
}

=====

Entry 4:
{
  "formula": "C12H34BFGaN2O6",
  "method": "the ωB97M-V functional and the def2-TZVPD basis",
  "elements": ["C", "B", "O", "Ga", "O", "C", "C", "F", "C", "O", "O", "H", "H", "H", "H", "H", "H", "H", "H", "H", "H", "H", "H", "C", "C", "C", "O", "C", "N", "H", "H", "H", "H", "H", "H", "H", "H", "H", "H", "H", "C", "C", "C", "O", "C", "N", "H", "H", "H", "H", "H", "H", "H", "H", "H", "H", "H"],
  "positions_angstrom": [[0.75, -0.86, -1.12], [-0.59, -0.05, -0.68], [-0.45, 0.85, 0.44], [-2.42, -0.31, -1.67], [-2.08, -0.14, -3.56], [-3.66, 1.24, -1.12], [-3.78, 2.22, -2.35], [-4.75, 3.23, -2.01], [-3.20, -2.21, -1.41], [-3.88, -2.44, -0.15], [-4.88, -1.49, 0.08], [0.77, -1.07, -2.22], [0.85, -1.82, -0.54], [1.64, -0.21, -0.87], [-0.94, 0.52, 1.20], [-2.10, -1.04, -3.90], [-4.69, 0.95, -0.79], [-3.16, 1.82, -0.29], [-2.82, 2.76, -2.50], [-4.08, 1.63, -3.24], [-2.33, -2.92, -1.41], [-3.83, -2.52, -2.30], [-4.52, -0.93, 0.80], [4.21, -5.62, 2.52], [2.79, -6.01, 2.12], [2.49, -5.80, 0.62], [2.28, -4.46, 0.24], [3.47, -3.70, 0.06], [1.84, -5.28, 2.97], [4.34, -4.54, 2.61], [4.46, -6.05, 3.49], [4.94, -5.99, 1.79], [2.68, -7.08, 2.33], [1.54, -6.31, 0.40], [3.25, -6.27, -0.01], [4.29, -4.31, -0.35], [3.78, -3.25, 1.01], [3.26, -2.89, -0.64], [0.91, -5.62, 2.77], [1.82, -4.31, 2.64], [-0.28, 6.45, -0.80], [-0.62, 4.99, -0.52], [-0.63, 4.64, 0.98], [0.66, 4.52, 1.57], [1.28, 5.74, 1.90], [0.30, 4.13, -1.26], [0.79, 6.66, -0.72], [-0.57, 6.71, -1.82], [-0.80, 7.13, -0.12], [-1.63, 4.82, -0.89], [-1.09, 3.66, 1.09], [-1.24, 5.34, 1.56], [0.56, 6.49, 2.23], [1.86, 6.12, 1.04], [1.99, 5.55, 2.71], [0.00, 3.17, -1.14], [1.20, 4.16, -0.78]],
  "lowdin_charge": [-0.096, -0.414, -0.031, 0.451, -0.303, -0.227, -0.260, -0.154, -0.249, -0.268, -0.088, 0.051, 0.052, 0.052, 0.070, -0.039, 0.039, 0.035, 0.098, 0.094, 0.064, 0.058, 0.089, -0.079, -0.434, -0.211, -0.190, -0.104, 0.036, 0.063, 0.072, 0.075, 0.131, 0.121, 0.117, 0.088, 0.076, 0.081, 0.072, 0.071, -0.079, -0.425, -0.197, -0.187, -0.121, 0.053, 0.059, 0.073, 0.073, 0.134, 0.115, 0.117, 0.087, 0.071, 0.083, 0.065, 0.069],
  "charge": -1,
  "e_tot_ha": -3087.974426
}

=====

- What is the formula in the first record?
  C12H33N7Ti